No. 1
The following is a DFT calculation (the ωB97M-V functional and the def2-TZVPD basis) of an isolated molecule of C6H7ClN2O2S.

* HOMO energy (spin up / spin down): -8.5 / -8.9 eV
* ΔE to the lowest compared entry with this formula, charge and spin: 863.4 kJ/mol
* net charge: 0
* strongest force on any atom: 4.32 eV Å⁻¹
* frontier orbital gap (spin up / spin down): 5.8 / 7.7 eV
* LUMO level (spin up / spin down): -2.6950 / -1.2719 eV

CARTESIAN COORDINATES (ANGSTROEM)
H (1.031, 1.320, -1.186)
Cl (4.202, -3.384, -3.070)
H (-1.466, 1.010, -0.034)
S (2.043, -3.280, -3.604)
H (0.608, -0.485, 1.999)
O (1.132, -4.260, -2.957)
C (1.184, -0.462, -0.145)
O (2.126, -3.273, -5.006)
N (2.331, 0.362, -2.131)
C (-1.107, 0.293, 0.778)
C (1.488, -1.676, -3.180)
C (-0.993, -1.185, 0.670)
C (0.249, -0.392, 0.936)
H (-1.455, 0.712, 1.606)
C (2.390, -0.672, -2.960)
H (-1.385, -1.772, 1.522)
H (3.216, -0.770, -3.722)
N (1.441, 0.404, -1.128)
H (-1.078, -1.682, -0.301)

Atoms 1-2, force components in eV/Å:
H -0.498 0.554 0.815
Cl -1.372 -0.292 0.142


No. 2
The following is a DFT calculation (the ωB97M-V functional and the def2-TZVPD basis) of a structure of composition CH7ClN2P.

* HOMO energy: -14.5 eV
* ΔE to the lowest compared entry with this formula, charge and spin: 157.1 kJ/mol
* net charge: +1
* strongest force on any atom: 3.44 eV Å⁻¹
* frontier orbital gap: 8.3 eV
* LUMO level: -6.2309 eV

CARTESIAN COORDINATES (ANGSTROEM)
N (-0.087, 0.853, -1.391)
Cl (2.865, -0.126, 0.080)
H (-0.389, 1.874, -1.663)
H (-1.157, -1.796, -0.500)
N (-0.325, 1.261, 1.291)
H (-0.313, 0.986, 2.254)
H (-1.135, 1.865, 1.144)
C (-0.265, -1.513, 0.067)
H (-0.442, -1.975, 1.119)
P (0.127, 0.233, 0.095)
H (0.600, -2.062, -0.429)
H (0.522, 0.400, -2.067)

Atoms 1-2, force components in eV/Å:
N -0.856 2.335 0.107
Cl -3.394 0.487 0.220


No. 3
The following is a DFT calculation (the ωB97M-V functional and the def2-TZVPD basis) of an isolated molecule of C4H4N4.

* HOMO energy: -9.4 eV
* ΔE to the lowest compared entry with this formula, charge and spin: 307.0 kJ/mol
* net charge: 0
* strongest force on any atom: 2.07 eV Å⁻¹
* SMILES string: [H]/N=c1\cnccnn1
* frontier orbital gap: 8.9 eV
* LUMO level: -0.4554 eV

CARTESIAN COORDINATES (ANGSTROEM)
C (1.283, -0.967, 0.221)
N (-2.072, -0.335, 0.679)
C (-1.189, -0.104, -0.197)
H (1.908, -1.605, 0.821)
N (0.721, 1.302, -0.505)
C (-0.545, 1.102, -0.684)
H (-1.250, 1.806, -1.076)
H (-2.254, 0.600, 1.074)
N (0.404, -1.697, -0.550)
N (-0.690, -1.267, -0.935)
C (1.415, 0.394, 0.298)
H (2.269, 0.773, 0.856)

Atoms 1-2, force components in eV/Å:
C -0.556 0.753 1.386
N 0.581 1.389 -0.260


No. 4
The following is a DFT calculation (the ωB97M-V functional and the def2-TZVPD basis) of a structure of composition C2H4P2S3.

* HOMO energy (spin up / spin down): -8.8 / -8.0 eV
* ΔE to the lowest compared entry with this formula, charge and spin: 215.6 kJ/mol
* net charge: 0
* strongest force on any atom: 2.34 eV Å⁻¹
* frontier orbital gap (spin up / spin down): 7.8 / 6.0 eV
* LUMO level (spin up / spin down): -0.9999 / -2.0097 eV

CARTESIAN COORDINATES (ANGSTROEM)
C (0.066, 0.819, 1.405)
H (1.868, -1.536, -2.159)
P (0.601, 1.540, -0.264)
C (0.381, -0.321, -0.649)
S (-2.462, -0.585, 0.398)
S (-2.713, 0.579, -1.193)
P (-0.406, -0.889, 0.925)
H (1.091, 0.593, 1.763)
S (2.045, -1.179, -0.875)
H (-0.097, -0.429, -1.632)
H (-0.374, 1.408, 2.283)

Atoms 1-2, force components in eV/Å:
C 0.799 1.472 1.633
H 0.017 0.031 0.154


Look up the ΔE to the lowest compared entry with this formula, charge and spin of the second one.
157.1 kJ/mol